One molecule with the formula C22H24N2O6S at a distorted geometry. Source: the Open Molecules 2025 dataset; level of theory: ωB97M-V with the def2-TZVPD basis set.

Last column: Löwdin charge in e.
Geometry (Å):
C -5.5163 -2.4259 -1.1711  -0.075
O -4.9197 -2.1003 0.0655  -0.070
C -3.5995 -1.7651 0.1398  -0.198
C -3.0571 -1.8378 1.4180  0.012
C -1.7507 -1.4824 1.6902  -0.022
C -0.9309 -1.0696 0.6500  -0.279
N 0.3861 -0.6212 0.8237  -0.169
C 1.2219 -1.0693 1.9090  -0.082
C 2.6001 -1.5656 1.4505  -0.470
O 3.3409 -2.1214 2.2335  0.066
N 2.8861 -1.3733 0.1509  0.088
C 4.2040 -1.6365 -0.3833  -0.077
C 4.9308 -0.3706 -0.7161  -0.249
C 4.4833 0.8396 -1.1576  -0.017
C 5.6350 1.6546 -1.2968  -0.060
C 6.6900 0.8785 -0.9352  -0.127
O 6.2740 -0.3503 -0.5798  0.050
S 0.7066 0.9074 0.1890  0.703
O 1.0546 0.7585 -1.2014  -0.297
O 1.6777 1.5245 1.0385  -0.252
C -0.8697 1.7428 0.3059  -0.280
C -1.5057 2.1886 -0.8352  -0.054
C -2.7603 2.7615 -0.7313  -0.020
C -3.3815 2.8879 0.5072  -0.260
C -4.7591 3.4616 0.6112  -0.042
C -2.7098 2.4517 1.6456  -0.016
C -1.4548 1.8798 1.5495  -0.043
C -1.4500 -1.0150 -0.6408  0.032
C -2.7721 -1.3317 -0.9150  -0.174
O -3.3119 -1.2271 -2.1685  -0.103
C -2.4729 -0.8636 -3.2391  -0.062
H -6.4965 -2.8281 -0.9154  0.094
H -5.6366 -1.5478 -1.8085  0.089
H -4.9416 -3.1843 -1.7071  0.099
H -3.7088 -2.1683 2.2109  0.124
H -1.3879 -1.5284 2.7040  0.113
H 0.7402 -1.8923 2.4386  0.133
H 1.4111 -0.2549 2.6183  0.133
H 2.2680 -0.8183 -0.4216  0.089
H 4.1066 -2.2665 -1.2772  0.133
H 4.7642 -2.1867 0.3784  0.131
H 3.4681 1.1229 -1.3462  0.085
H 5.6649 2.6745 -1.6209  0.099
H 7.7434 1.0704 -0.8882  0.116
H -1.0047 2.0823 -1.7847  0.111
H -3.2665 3.1095 -1.6197  0.117
H -4.9109 3.9388 1.5758  0.080
H -4.9407 4.1868 -0.1779  0.080
H -5.4945 2.6629 0.5114  0.089
H -3.1776 2.5565 2.6129  0.118
H -0.9249 1.5421 2.4259  0.124
H -0.7887 -0.6922 -1.4261  0.100
H -1.6543 -1.5772 -3.3700  0.104
H -3.1112 -0.8796 -4.1217  0.099
H -2.0613 0.1410 -3.1060  0.087

For the relative energy (zero: lowest compared OMol25 entry of this formula, charge and spin), the calculation gives 71.6 kcal/mol.

***

C22H24N3O11V as an isolated structure at a distorted geometry. Source: the Open Molecules 2025 dataset; level of theory: ωB97M-V with the def2-TZVPD basis set.

Last column: Löwdin charge in e.
Geometry (Å):
O 0.9884 -1.3009 -1.1129  -0.434
V 0.4394 -0.8530 0.3321  0.935
O 0.5725 0.6534 0.6879  -0.426
O -4.3107 -2.4847 2.1039  -0.384
C -4.0776 -1.2779 1.5395  -0.542
C -2.9855 -1.1602 0.4221  -0.379
O -1.6589 -1.4089 0.8015  -0.321
H -3.8073 -0.4630 2.2585  0.050
H -5.0628 -0.8821 1.1980  0.058
H -3.1016 -0.1926 -0.0964  0.069
H -3.3009 -1.8903 -0.3412  0.080
C 3.1375 -1.6006 2.3254  -0.110
C 2.3654 -2.8704 2.0027  -0.426
O 0.9933 -2.6255 1.6851  -0.358
H 4.1749 -1.7904 2.0166  0.054
H 3.1949 -1.3413 3.3821  0.060
H 2.7838 -0.7563 1.7327  0.043
H 2.3238 -3.5237 2.8842  0.085
H 2.6430 -3.4492 1.1136  0.081
C 3.4474 -7.9013 -3.9810  -0.106
C 3.6151 -6.9047 -4.9074  -0.095
C 3.1431 -5.5970 -4.6802  0.000
C 2.5992 -5.3232 -3.4250  -0.127
C 2.4441 -6.3305 -2.4872  -0.005
C 2.8678 -7.6288 -2.7446  -0.068
N 2.0153 -3.9920 -3.0994  -0.347
O 1.6121 -3.2953 -4.0157  0.079
O 1.9519 -3.7555 -1.9281  0.111
H 3.8362 -8.9009 -4.1342  0.097
H 3.9116 -7.1240 -5.9254  0.097
H 3.3994 -4.8003 -5.3628  0.113
H 2.0834 -6.1356 -1.4866  0.126
H 2.6687 -8.3296 -1.9470  0.104
C -3.1327 4.0065 1.3785  -0.090
C -3.8703 4.5322 2.4254  -0.093
C -3.9311 3.8083 3.6239  -0.028
C -3.3222 2.5851 3.7199  -0.150
C -2.5694 2.0662 2.6841  0.015
C -2.4169 2.8004 1.5211  -0.034
N -3.5371 1.8095 4.9549  -0.348
O -3.3946 0.6152 4.9227  0.120
O -3.9312 2.3876 5.9723  0.013
H -3.1997 4.4803 0.4066  0.091
H -4.2862 5.5060 2.2049  0.091
H -4.5874 4.1941 4.3918  0.107
H -2.2179 1.0412 2.7508  0.122
H -1.7649 2.4215 0.7464  0.100
C -0.1734 6.6592 -1.8327  -0.102
C -0.5462 5.3981 -2.2213  -0.069
C 0.2582 4.3309 -1.7626  0.019
C 1.2848 4.5479 -0.8620  -0.148
C 1.5634 5.8356 -0.4378  -0.022
C 0.9108 6.9103 -0.9736  -0.076
N 1.9724 3.4117 -0.2818  -0.352
O 2.4966 3.5107 0.8134  0.079
O 2.0578 2.4264 -0.9826  0.090
H -0.7796 7.4259 -2.3054  0.097
H -1.4162 5.2083 -2.8308  0.105
H 0.0384 3.3719 -2.2124  0.127
H 2.4602 5.9957 0.1481  0.119
H 1.1274 7.9492 -0.7727  0.099

For the relative energy (zero: lowest compared OMol25 entry of this formula, charge and spin), the calculation gives 42.5 kcal/mol. As for the total charge: -2.

***

One molecule with the formula C22H24N4O3S. Source: the Open Molecules 2025 dataset; level of theory: ωB97M-V with the def2-TZVPD basis set.

Last column: Löwdin charge in e.
Geometry (Å):
C -6.4292 -1.3735 -1.8413  0.019
C -6.8645 -0.8981 -0.6917  -0.149
C -6.0124 -0.5478 0.4942  -0.165
N -4.6003 -0.7114 0.2540  -0.020
C -3.8956 -1.8456 0.5511  -0.376
O -4.3229 -2.8172 1.1155  0.128
C -2.4690 -1.5958 0.0651  -0.147
C -1.4631 -1.7603 1.2126  -0.019
C -0.0681 -2.0553 0.6577  -0.482
O 0.1705 -3.1006 0.0901  0.069
N 0.8048 -1.0403 0.8508  0.120
C 2.1516 -0.9750 0.4715  -0.221
C 2.8792 -2.0857 0.0477  -0.001
C 4.2067 -1.9506 -0.2926  0.007
C 4.8483 -0.7127 -0.2209  -0.275
O 6.1602 -0.7007 -0.5798  -0.055
C 6.8753 0.5167 -0.5282  -0.270
C 8.3016 0.2327 -0.9728  -0.066
C 4.1220 0.3957 0.2016  -0.021
C 2.7883 0.2588 0.5431  -0.020
N -2.5590 -0.2567 -0.4679  -0.049
C -1.4748 0.4936 -1.0559  -0.084
C -1.1021 1.6803 -0.1941  -0.271
C -1.3152 2.9819 -0.6306  -0.055
C -1.0080 4.0302 0.2205  -0.048
C -0.4972 3.7471 1.4782  -0.053
C -0.3066 2.4195 1.8183  -0.129
N -0.5995 1.4145 1.0074  0.081
C -3.8065 0.2391 -0.3532  -0.755
S -4.3179 1.7165 -0.8391  0.754
H -7.1036 -1.6000 -2.6479  0.056
H -5.3850 -1.5579 -2.0341  0.060
H -7.9186 -0.7233 -0.5283  0.100
H -6.2742 -1.1961 1.3371  0.133
H -6.1916 0.4962 0.7735  0.102
H -2.2137 -2.3231 -0.7200  0.176
H -1.4741 -0.8753 1.8475  0.118
H -1.7789 -2.6326 1.7897  0.135
H 0.4035 -0.1522 1.1657  0.085
H 2.3970 -3.0463 -0.0164  0.103
H 4.7789 -2.8033 -0.6211  0.119
H 6.8699 0.9154 0.4963  0.125
H 6.4106 1.2570 -1.1951  0.125
H 8.8869 1.1475 -0.9478  0.075
H 8.7555 -0.5011 -0.3127  0.077
H 8.3017 -0.1651 -1.9837  0.077
H 4.5793 1.3702 0.2706  0.102
H 2.2337 1.1275 0.8697  0.100
H -1.7913 0.8567 -2.0398  0.123
H -0.6237 -0.1789 -1.1736  0.135
H -1.7298 3.1660 -1.6082  0.101
H -1.1734 5.0510 -0.0895  0.111
H -0.2532 4.5330 2.1751  0.104
H 0.0980 2.1354 2.7817  0.114

For the relative energy (zero: lowest compared OMol25 entry of this formula, charge and spin), the calculation gives 20.6 kcal/mol.

***

C22H24N4O3SSr as an isolated structure at a distorted geometry. Source: the Open Molecules 2025 dataset; level of theory: ωB97M-V with the def2-TZVPD basis set.

Last column: Löwdin charge in e.
Geometry (Å):
C 0.5873 1.2254 -6.4912  0.049
C 1.8298 1.3881 -7.0222  -0.327
H -0.2777 1.5984 -7.0401  0.064
H 0.4275 0.6762 -5.5658  0.024
C 3.0037 0.8713 -6.3486  -0.328
C 2.9902 0.6096 -5.0124  0.042
H 2.1112 0.7971 -4.3992  0.033
H 3.9034 0.2600 -4.5307  0.057
C 1.9909 2.1068 -8.3470  -0.056
H 1.0046 2.4076 -8.7150  0.077
H 2.4666 1.4778 -9.1112  0.087
H 2.6043 3.0153 -8.2478  0.093
C 4.2673 0.6272 -7.1488  -0.058
H 4.6340 1.5360 -7.6443  0.086
H 4.1131 -0.1290 -7.9339  0.093
H 5.0519 0.2593 -6.4795  0.075
Sr -0.2874 0.3067 2.4893  1.718
O -0.7899 -0.2284 0.2379  -0.162
C -0.4645 -1.0999 -0.6115  -0.339
O 0.0398 -2.0339 2.1857  -0.089
C 0.1434 -2.7516 1.1699  -0.424
O 0.5050 -4.0197 1.2414  0.117
N -0.0686 -2.3731 -0.1622  0.086
C 0.4802 -4.6092 -0.1068  -0.046
C 0.2676 -3.4728 -1.0649  -0.087
H -0.3550 -5.3204 -0.1435  0.149
H 1.4356 -5.1206 -0.2699  0.149
H -0.5572 -3.6565 -1.7567  0.146
H 1.1891 -3.2362 -1.6132  0.150
C -0.4630 -0.8210 -2.0269  -0.042
C -0.7554 0.4263 -2.4812  0.154
H -0.2460 -1.6506 -2.7143  0.117
H -0.9796 1.2333 -1.7757  0.087
H -0.7979 0.6265 -3.5543  0.081
N -2.3140 1.6143 6.3166  0.182
C -1.8523 0.5029 7.0238  -0.177
C -1.9225 0.1679 8.3656  0.006
C -1.3474 -1.0525 8.7655  -0.047
C -0.7251 -1.8918 7.8253  -0.056
C -0.6645 -1.5402 6.4681  -0.002
C -1.2399 -0.3253 6.0701  -0.230
N -1.3357 0.2881 4.8233  0.004
C -2.0037 1.4598 5.0020  -0.259
C -2.3520 2.4235 3.9592  -0.303
C -3.0220 3.6264 4.1100  -0.292
S -3.2117 4.4333 2.5891  1.111
C -2.3653 3.1414 1.7985  -0.399
N -1.9819 2.1654 2.6285  -0.143
H -2.8067 2.4115 6.7162  0.178
H -2.4124 0.8395 9.0699  0.122
H -1.3783 -1.3623 9.8110  0.119
H -0.2885 -2.8293 8.1735  0.117
H -0.1927 -2.1668 5.7115  0.112
H -3.3963 4.0273 5.0439  0.090
H -2.1912 3.1408 0.7232  0.092

For the relative energy (zero: lowest compared OMol25 entry of this formula, charge and spin), the calculation gives 0.0 kcal/mol. As for the total charge: +2.

***

One molecule with the formula C22H24N4O4S. Source: the Open Molecules 2025 dataset; level of theory: ωB97M-V with the def2-TZVPD basis set.

Last column: Löwdin charge in e.
Geometry (Å):
C 6.0393 -0.7347 -4.4539  -0.052
O 4.9586 -0.8763 -3.5465  -0.050
C 3.7307 -0.8694 -4.0986  -0.459
O 3.5504 -0.7503 -5.2863  0.111
C 2.6556 -1.0249 -3.0965  -0.130
C 1.3310 -1.0026 -3.5308  0.008
C 0.2910 -1.1474 -2.6372  0.018
C 0.5686 -1.3171 -1.2816  -0.209
N -0.4293 -1.4467 -0.3258  0.145
C -1.7732 -1.4822 -0.4712  -0.396
O -2.3972 -1.5185 -1.5104  0.078
C -2.4088 -1.5244 0.9244  -0.363
O -1.7235 -1.8861 1.8753  0.068
N -3.7133 -1.2102 1.0555  -0.034
C -4.4375 -0.3247 0.1685  -0.121
C -4.5542 1.0481 0.8796  -0.171
N -3.5311 1.1586 1.9016  -0.120
C -2.2509 1.4515 1.4934  -0.741
S -1.9267 1.7994 -0.0921  0.795
N -1.3302 1.5412 2.4864  0.072
C 0.0653 1.6122 2.4463  -0.237
C 0.8371 1.3622 1.3181  -0.056
C 2.2168 1.4195 1.3955  -0.039
C 2.8668 1.7193 2.5835  -0.285
C 4.3607 1.7952 2.6602  -0.053
C 2.0886 1.9601 3.7113  -0.047
C 0.7125 1.9058 3.6477  -0.023
C -3.7976 0.2421 2.9984  -0.112
C -4.2215 -1.1291 2.4112  -0.098
C 1.8945 -1.3388 -0.8417  -0.018
C 2.9286 -1.1946 -1.7397  -0.009
H 5.9820 0.2284 -4.9658  0.097
H 6.9473 -0.7978 -3.8594  0.092
H 6.0136 -1.5295 -5.2025  0.097
H 1.1366 -0.8681 -4.5838  0.123
H -0.7324 -1.1266 -2.9726  0.106
H -0.1239 -1.5275 0.6429  0.138
H -5.4274 -0.7459 -0.0254  0.129
H -3.9039 -0.2329 -0.7745  0.089
H -4.4278 1.8588 0.1629  0.082
H -5.5203 1.1567 1.3775  0.124
H -1.6980 1.6147 3.4266  0.135
H 0.3722 1.1339 0.3753  0.027
H 2.7930 1.2253 0.5024  0.107
H 4.8158 1.4081 1.7523  0.073
H 4.7315 1.2262 3.5112  0.079
H 4.6779 2.8301 2.7889  0.083
H 2.5683 2.1919 4.6512  0.114
H 0.1268 2.0921 4.5383  0.110
H -2.9034 0.0987 3.6032  0.112
H -4.5917 0.6563 3.6280  0.125
H -5.3066 -1.2340 2.3731  0.127
H -3.7944 -1.9428 2.9972  0.126
H 2.1005 -1.4669 0.2116  0.116
H 3.9525 -1.2127 -1.4009  0.118

For the relative energy (zero: lowest compared OMol25 entry of this formula, charge and spin), the calculation gives 29.8 kcal/mol.

***

E, record by record: -1811.82645; -2788.22359; -1695.71556; -1725.96431; -1770.98259 hartree
HOMO level, record by record: -8.132; 0.661; -7.881; -11.857; -8.195 eV